ORCA calculation (ωB97M-V with the def2-TZVPD basis set) on an isolated ion of composition C2H7N4O and charge +1 at a distorted geometry.

Results
total energy	-10185.0885	eV
net charge	+1
highest occupied orbital energy	-13.990	eV
SMILES	[H]/N=N/CC(=[NH2+])NO
energy above the lowest of the compared OMol25 structures with the same formula, charge and spin	405.7	kJ/mol

Cartesian coordinates (Å):
C  0.392  0.302  -0.184
C  -0.340  -1.014  -0.070
N  1.690  0.321  0.005
N  -1.766  -1.002  0.113
N  -2.341  0.053  0.003
N  -0.237  1.451  -0.066
O  2.541  -0.749  -0.002
H  -0.289  -1.565  -1.008
H  0.264  -1.648  0.588
H  2.046  1.272  -0.163
H  2.328  -1.206  0.853
H  -3.297  -0.141  -0.103
H  -1.282  1.523  0.096
H  0.291  2.403  -0.063

Force components x, y, z for each atom (eV/Å):
C -1.145 -0.396 1.896
C 0.951 0.529 -0.641
N 0.275 1.775 -0.901
N 0.097 -2.107 0.361
N 0.767 1.500 -0.438
N 0.151 3.289 -0.352
O -0.765 -0.499 0.648
H 0.398 0.062 -0.399
H -0.868 -0.027 0.359
H 1.106 -0.982 0.422
H 0.748 0.384 -0.797
H -2.155 -0.281 0.474
H 1.481 -0.773 -0.701
H -1.041 -2.475 0.069

---

ORCA calculation (ωB97M-V with the def2-TZVPD basis set) on C4HHoO2 as an isolated structure at a distorted geometry.

Results
multiplicity	5
total energy	-34028.6589	eV
⟨S²⟩	6.015
net charge	+2
highest occupied orbital energy (alpha / beta)	-17.822 / -16.972	eV
energy above the lowest of the compared OMol25 structures with the same formula, charge and spin	230.8	kJ/mol

Cartesian coordinates (Å):
O  1.752  -1.290  1.472
C  1.180  -0.609  0.539
C  1.061  -0.057  -0.597
H  2.487  -0.814  1.888
C  -1.133  1.351  -0.440
C  -0.304  0.263  -0.400
O  -1.423  0.194  -1.557
Ho  -3.620  0.963  -0.905

Force components x, y, z for each atom (eV/Å):
O -1.980 0.826 -1.685
C 4.337 -1.986 1.187
C -2.619 -1.038 1.463
H 0.208 0.404 0.574
C -1.218 -2.337 -0.413
C -0.489 2.996 -3.897
O 1.199 1.029 3.037
Ho 0.562 0.108 -0.266

---

ORCA calculation (ωB97M-V with the def2-TZVPD basis set) on C4H10N4O7SV as an isolated structure at a distorted geometry.

Results
multiplicity	4
total energy	-61128.3726	eV
⟨S²⟩	3.759
net charge	-2
highest occupied orbital energy (alpha / beta)	0.859 / -2.266	eV
energy above the lowest of the compared OMol25 structures with the same formula, charge and spin	56.1	kJ/mol

Cartesian coordinates (Å):
V  -8.290  -4.524  -5.329
N  -9.611  -6.007  -4.734
C  -10.798  -5.757  -5.554
C  -10.331  -5.087  -6.824
O  -11.108  -4.550  -7.656
N  -8.930  -5.282  -7.023
C  -8.341  -4.653  -8.234
C  -7.526  -3.369  -7.780
O  -7.012  -2.583  -8.527
O  -7.399  -3.337  -6.449
H  -9.066  -6.748  -5.117
H  -9.715  -6.106  -3.706
H  -11.552  -5.099  -5.083
H  -11.301  -6.684  -5.795
H  -9.094  -4.470  -9.033
H  -7.596  -5.281  -8.715
O  -7.048  -5.358  -3.954
S  -7.673  -4.491  -2.828
O  -6.824  -3.635  -2.073
O  -8.490  -5.433  -1.996
O  -8.574  -3.537  -3.651
N  -7.465  -0.602  -3.706
N  -8.479  -0.366  -4.667
H  -7.401  -1.599  -3.407
H  -7.704  -0.090  -2.915
H  -9.428  -0.779  -4.588
H  -8.062  -0.277  -5.605

Force components x, y, z for each atom (eV/Å):
V -0.166 -1.244 -0.067
N -1.505 -0.188 1.692
C -0.059 0.291 0.498
C 2.367 0.142 -2.765
O 0.354 -0.696 1.274
N -2.572 0.264 -1.935
C -0.730 0.653 0.496
C -0.745 -1.588 3.031
O 0.457 0.838 -1.436
O 1.175 2.114 -3.585
H 0.245 -0.754 -0.101
H -0.055 0.079 -0.848
H 0.588 -0.253 0.123
H -0.445 -0.391 -0.327
H 0.317 0.363 0.636
H 0.209 -0.451 0.242
O 0.312 1.217 1.782
S -2.672 -1.571 -0.905
O 1.923 0.334 1.115
O 0.723 1.112 -0.650
O 0.236 -0.191 1.724
N 0.088 -1.942 -1.054
N -0.237 1.032 -0.798
H -0.234 0.698 -0.596
H -0.371 1.050 1.659
H 1.600 -0.219 -0.113
H -0.806 -0.698 0.907